# 1
The following is a quantum chemistry calculation of a structure of composition C4H8I4NO2 in a non-equilibrium geometry, from the Open Molecules 2025 dataset.

```
19
Properties=species:S:1:pos:R:3:forces:R:3
C -0.65024 -1.23275 1.53368 -0.6 -1.1 0.2
C 0.68635 1.74987 -0.07574 1.6 -0.7 1.4
C 0.13944 -1.59767 0.20342 -0.9 -0.1 2.3
C 0.29020 0.74987 -1.21588 0.2 0.7 1.5
N -0.30565 -0.60901 -0.76657 -0.3 1.5 -2.1
O -2.02503 -0.78284 1.13369 2.6 -0.7 -0.1
O 1.18046 2.80186 -0.84908 1.9 1.5 1.0
I -0.71906 -3.43004 -0.57894 0.3 0.0 0.2
I 2.22553 -1.76198 0.57722 -0.3 0.0 0.2
I 1.94345 0.33519 -2.54337 -0.5 0.2 0.2
I -1.32532 1.85056 -2.24721 0.5 -0.9 0.2
H -0.08178 -0.49024 2.12887 -0.6 0.0 -0.5
H -0.68739 -2.19104 2.12687 -0.2 1.1 -0.5
H -0.18329 2.09026 0.52948 0.2 -0.5 -0.5
H 1.52387 1.42307 0.72868 -1.9 0.0 -2.0
H -0.15267 -1.08610 -1.65864 -1.2 -0.1 -0.2
H -1.31059 -0.41910 -0.47396 0.5 -0.4 -0.7
H -2.57243 -0.55686 1.88753 0.1 0.0 0.4
H 2.02416 3.15694 -0.44006 -1.6 -0.5 -0.8
```
Forces are in eV/Å.

## Properties
total energy = -42256.150 eV
HOMO energy = -0.469 Ha
net charge = +1

Mulliken atomic charge list, values in e, 8 entries: C -0.5627; C -0.2249; C -0.4692; C -1.0164; N 0.0781; O -0.5074; O -0.4251; I 0.2781

***

# 2
The following is a quantum chemistry calculation of the molecule C17H20N2O4S2 in a non-equilibrium geometry, from the Open Molecules 2025 dataset.

```
45
Properties=species:S:1:pos:R:3:forces:R:3
C 5.47358 2.50603 -3.38146 -0.3 0.2 0.2
H 5.99351 2.78344 -4.29374 0.1 0.0 -0.1
C 4.41326 3.54914 -3.06108 0.1 -0.1 -0.5
H 4.85876 4.53601 -2.92208 -0.1 -0.1 0.0
H 3.66295 3.58472 -3.85733 0.1 0.1 0.1
O 3.75726 3.25955 -1.82302 0.2 0.2 0.2
C 2.74968 2.38530 -1.85425 -0.3 0.0 0.4
O 2.33329 1.86452 -2.85464 0.0 -0.1 -0.2
C 2.22856 2.12241 -0.45324 0.0 -0.2 -0.3
C 3.01195 0.93831 0.13350 -0.2 0.2 0.3
C 2.46576 0.59982 1.51636 0.6 -0.2 0.1
N 1.05781 0.28150 1.40800 -0.3 -0.5 0.7
S 0.38768 -0.48890 2.73406 -0.1 -0.3 -0.4
O -0.27367 0.44192 3.60342 -0.2 0.1 -0.2
O 1.37984 -1.36363 3.27990 0.2 0.0 -0.2
C -0.85568 -1.46471 1.93872 0.0 0.4 0.3
C -0.67204 -2.56857 1.15956 0.2 0.3 0.2
C -1.88309 -3.09203 0.68011 -0.4 0.2 0.1
C -2.97824 -2.37865 1.10067 0.9 0.4 0.3
C -4.36391 -2.66515 0.78680 -0.8 0.1 0.0
N -4.58027 -3.71119 -0.01293 0.5 0.0 0.1
C -5.82265 -4.01839 -0.32561 -0.4 -0.1 -0.1
C -6.92791 -3.31370 0.13066 0.1 0.1 0.1
C -6.70851 -2.22478 0.96169 0.0 -0.1 -0.1
C -5.40993 -1.89109 1.29731 0.2 -0.2 -0.2
H -5.19206 -1.05342 1.94177 -0.1 0.1 0.1
H -7.53795 -1.64643 1.34206 0.0 0.0 0.0
H -7.92561 -3.60770 -0.15444 -0.1 0.0 0.0
H -5.93646 -4.87567 -0.97655 -0.1 -0.1 0.0
S -2.50745 -1.03877 2.10619 -0.1 -0.5 -0.3
H -1.97438 -3.95874 0.05240 0.0 -0.1 -0.1
H 0.30162 -2.97551 0.95978 0.2 -0.1 -0.1
C 0.26711 1.39044 0.92117 -0.4 0.4 -0.3
C 0.73906 1.78057 -0.47598 0.1 0.0 0.2
H 0.15992 2.63334 -0.83215 0.0 0.0 0.0
H 0.58249 0.94795 -1.16274 -0.1 0.0 0.0
H 0.34411 2.24814 1.60545 0.0 -0.1 0.0
H -0.77585 1.06954 0.89825 0.0 0.2 -0.1
H 2.62195 1.44939 2.19836 0.0 0.0 0.0
H 2.95712 -0.27874 1.93495 0.1 0.2 0.0
H 2.89451 0.07398 -0.52181 0.0 0.0 0.0
H 4.07155 1.18582 0.20769 0.0 0.0 0.0
H 2.41269 3.01133 0.15680 0.0 0.0 0.0
H 5.00674 1.53456 -3.52370 0.0 -0.1 0.0
H 6.19290 2.43801 -2.56890 0.1 0.0 0.0
```
Forces are in eV/Å.

## Properties
total energy = -50794.341 eV
relative energy (zero: lowest compared OMol25 entry of this formula, charge and spin) = 19.6 kcal/mol
HOMO energy = -0.318 Ha
structure (SMILES) = CCOC(=O)C1CCN(S(=O)(=O)c2ccc(-c3ccccn3)s2)CC1

Mulliken atomic charge list, values in e, 8 entries: C -1.0978; H 0.3784; C -0.2593; H 0.3111; H 0.3295; O -0.3278; C 0.0363; O -0.5983

***

# 3
The following is a quantum chemistry calculation of the molecule C3H3N3O2 in a non-equilibrium geometry, from the Open Molecules 2025 dataset.

```
11
Properties=species:S:1:pos:R:3:forces:R:3
C -0.58279 -0.35819 -0.07385 -0.1 2.6 1.6
C -0.07172 1.08412 -0.05713 -3.6 0.2 -2.5
C 1.21429 1.25687 0.01056 3.1 -0.4 0.9
H -3.50010 0.16269 0.49426 2.4 0.8 -2.1
H -0.63752 2.09733 -0.39176 0.8 -3.1 1.2
H 1.61385 2.22818 0.11830 0.4 1.1 -0.2
N -1.80224 -0.70668 0.23767 1.0 0.7 -2.1
N 1.74050 -1.16748 -0.08536 -5.8 1.4 0.4
N 0.45744 -1.36095 -0.10930 5.0 0.9 0.2
O -2.68582 0.40541 -0.12369 -1.2 -2.1 3.2
O 2.23522 0.37719 0.14877 -2.0 -2.1 -0.6
```
Forces are in eV/Å.

## Properties
total energy = -11718.486 eV
relative energy (zero: lowest compared OMol25 entry of this formula, charge and spin) = 172.3 kcal/mol
HOMO energy = -0.342 Ha
structure (SMILES) = O/N=c1\cconn1

Mulliken atomic charge list, values in e, 8 entries: C 0.5097; C -0.1272; C -0.1284; H 0.3724; H 0.2167; H 0.4040; N -0.3958; N -0.0387

***

# 4
The following is a quantum chemistry calculation of a structure of composition C16H29Br2N5OTi in a non-equilibrium geometry, from the Open Molecules 2025 dataset.

```
54
Properties=species:S:1:pos:R:3:forces:R:3
Ti 8.81933 9.76641 6.73898 -0.8 -3.1 -0.5
C 7.96216 6.87147 7.27256 -1.4 -1.9 -1.1
C 8.44010 7.54497 8.53412 0.7 -0.8 0.8
N 9.64372 8.31016 8.19580 -0.5 0.1 -1.5
C 10.31876 9.23845 9.09431 -0.3 0.8 0.2
C 11.23530 10.03151 8.12061 -1.5 -0.9 -1.0
C 12.39409 10.69847 8.34196 0.8 1.0 2.5
C 13.10464 11.17539 7.24265 0.3 0.6 0.6
C 12.52009 11.12880 5.97052 2.9 1.8 -0.8
C 11.26444 10.66302 5.80544 -0.8 -0.8 -0.2
C 10.37326 10.62922 4.54780 0.1 -0.8 -0.4
N 9.61963 9.32403 4.80813 1.2 -0.6 -0.6
C 8.48948 8.87602 3.96724 -1.1 -1.0 0.4
C 7.79615 7.64517 4.74632 3.0 -0.4 -0.1
N 7.66289 7.95768 6.21429 -0.1 0.5 0.5
N 10.70725 9.99641 6.84133 2.4 1.9 1.6
H 6.99179 6.24487 7.45580 1.8 1.2 -0.2
H 8.72821 6.10950 6.89606 -1.1 1.4 0.2
H 8.68634 6.81921 9.32774 -0.4 0.0 -0.3
H 7.66316 8.18793 8.91645 -0.3 0.5 0.3
H 10.32286 7.70279 7.72660 0.0 -0.1 0.3
H 10.84843 8.74270 9.93104 -0.1 0.5 -0.4
H 9.50316 9.91757 9.50078 1.0 -0.6 -0.1
H 12.67693 10.94465 9.43256 0.0 -0.8 -2.0
H 14.09049 11.67197 7.44665 -1.0 -0.6 -0.6
H 13.15176 11.58112 5.15934 -1.1 -0.6 0.6
H 10.97210 10.58626 3.60204 -0.4 0.1 0.8
H 9.64186 11.47120 4.43544 0.6 -0.6 0.4
H 10.38619 8.57984 4.77829 -1.4 1.0 0.1
H 8.84574 8.60137 2.96679 -0.3 -0.2 0.2
H 7.68108 9.62023 3.82957 0.8 0.2 0.2
H 8.52903 6.77522 4.73456 -1.0 0.9 -0.3
H 6.88082 7.34302 4.26421 -0.3 0.0 0.0
H 6.71776 8.29498 6.38670 -0.3 -0.4 0.0
Br 13.67052 7.39343 6.68684 -0.2 -0.4 -0.1
C 13.08533 5.52512 6.91503 0.1 1.7 1.6
Br 11.18342 5.39826 6.85234 -0.1 -0.3 -0.3
H 13.36320 5.29101 7.93641 0.1 -0.2 -0.1
H 13.60391 4.95192 6.20594 0.2 -0.8 -1.0
C 5.77789 12.29799 5.74939 -0.7 0.6 0.4
N 6.19289 12.84140 7.09094 0.7 -0.3 -1.7
C 5.62526 14.15835 7.44902 0.8 1.2 1.1
C 7.22540 12.24072 7.62450 -1.3 1.0 0.9
C 7.74527 12.61604 8.97492 0.5 -1.3 0.5
O 7.73406 11.21864 7.02109 -0.7 1.0 0.5
H 5.22492 11.37028 5.91853 0.1 0.1 -0.2
H 5.10030 13.02189 5.26571 0.4 -0.4 0.3
H 6.65569 12.14343 5.12584 -0.1 0.0 0.0
H 5.43319 14.24763 8.54170 -0.2 -0.3 -0.9
H 4.73174 14.33921 6.85779 -0.1 -0.2 0.3
H 6.33422 15.00281 7.21963 -0.4 -1.0 0.0
H 8.87503 12.57646 8.98113 -1.3 0.2 0.1
H 7.33070 11.86759 9.74183 0.6 0.9 -1.1
H 7.36356 13.57477 9.26157 0.2 0.5 0.3
```
Forces are in eV/Å.

## Properties
spin multiplicity = 2
total energy = -189735.744 eV
relative energy (zero: lowest compared OMol25 entry of this formula, charge and spin) = 30.0 kcal/mol
HOMO energy (alpha / beta) = -0.640 / -0.659 Ha
net charge = +3
⟨S²⟩ = 0.753

Mulliken atomic charge list, values in e, 8 entries: Ti 0.6730; C -0.4358; C -0.4162; N -0.0166; C -0.4880; C 0.5342; C -0.6751; C -0.3585

***

# 5
The following is a quantum chemistry calculation of the molecule C4H10N2OS in a non-equilibrium geometry, from the Open Molecules 2025 dataset.

```
18
Properties=species:S:1:pos:R:3:forces:R:3
C -2.82520 -0.03157 0.56744 -0.4 -1.2 0.1
C -1.58556 -0.62439 -0.09030 0.1 0.3 -0.1
C 1.16140 0.94225 -0.27323 0.1 -1.0 -0.5
C 3.23322 -0.56323 0.43009 0.2 -1.1 -1.0
H -3.07514 -0.73204 1.38975 0.0 0.4 -0.3
H -2.66988 0.93035 1.01629 0.2 0.6 0.1
H -3.71028 -0.01457 -0.08682 0.4 0.2 0.0
H -0.85130 -0.86820 0.67197 0.1 -0.2 0.3
H -1.84329 -1.52252 -0.62240 -0.3 -0.7 0.1
H -0.55772 -0.36741 -1.88544 0.0 0.1 0.1
H -0.40806 2.08788 -0.69696 -0.6 1.4 -0.1
H 2.98679 -0.45361 1.47932 -0.1 -0.2 0.1
H 3.72019 0.34064 0.08921 0.2 0.0 0.0
H 3.87753 -1.46568 0.22853 -0.7 1.0 0.3
N -0.93743 0.16731 -1.11777 -0.9 0.2 -0.6
N -0.10518 1.15763 -0.68621 0.6 -0.8 0.2
O 1.89417 1.77782 0.16841 0.3 0.8 0.4
S 1.69575 -0.76065 -0.58187 0.8 0.3 0.9
```
Forces are in eV/Å.

## Properties
total energy = -20172.522 eV
relative energy (zero: lowest compared OMol25 entry of this formula, charge and spin) = 32.3 kcal/mol
HOMO energy = -0.340 Ha
structure (SMILES) = CCNNC(=O)SC

Mulliken atomic charge list, values in e, 8 entries: C -1.1617; C -0.2505; C 0.5393; C -0.7970; H 0.3189; H 0.3352; H 0.2943; H 0.3091

***

# 6
The following is a quantum chemistry calculation of a cluster of 9 separate species, C30H69Cl2O22P3 in total in a non-equilibrium geometry, from the Open Molecules 2025 dataset.

```
126
Properties=species:S:1:pos:R:3:forces:R:3
C -0.10058 0.56685 -0.21652 -0.1 0.1 -0.4
Cl -0.42138 -0.85806 0.75575 -0.1 -0.2 0.4
Cl -1.43404 0.77511 -1.38290 0.1 0.1 0.0
H -0.02964 1.44184 0.42959 0.0 -0.2 -0.2
H 0.81237 0.40080 -0.78841 -0.2 0.1 0.2
C 4.30557 -2.77834 -3.27193 0.4 -0.6 1.1
O 4.22648 -1.65842 -4.14626 -0.4 0.0 -0.7
P 2.87151 -0.79234 -4.16399 1.3 2.0 -1.2
O 1.73990 -1.41827 -3.52497 -1.0 -0.8 0.4
O 3.32741 0.59056 -3.47014 0.2 -0.7 -1.6
C 3.53177 0.58134 -2.07847 -1.6 0.5 0.8
O 2.59489 -0.30169 -5.67950 0.0 -1.0 1.7
C 3.47532 0.49816 -6.45165 0.9 0.3 0.0
H 3.46183 -3.46511 -3.33947 -0.2 0.4 0.0
H 4.45900 -2.41442 -2.25600 -0.6 0.0 0.2
H 5.19776 -3.39322 -3.39022 0.2 0.4 -1.0
H 3.05942 -0.29868 -1.64194 0.7 -0.4 0.2
H 2.85319 1.34904 -1.70663 0.5 0.4 0.3
H 4.55847 0.78214 -1.77239 0.0 -0.3 -0.2
H 4.46568 0.54187 -5.99847 0.0 0.0 0.1
H 3.09619 1.51778 -6.52056 -0.1 -0.2 0.0
H 3.61028 0.04888 -7.43554 -0.3 0.0 0.0
C 2.45039 5.13498 2.27019 -0.2 0.7 0.6
O 2.20848 4.05513 1.35436 0.9 -1.2 0.4
P 3.20006 2.77081 1.28251 0.1 -0.1 -0.3
O 2.51984 1.55861 0.72491 1.0 1.8 0.5
O 4.52162 3.32352 0.50016 -0.5 -0.3 0.0
C 4.55978 3.91195 -0.81925 -1.0 -0.3 -0.5
O 3.79833 2.57340 2.75791 -1.1 1.7 -0.9
C 4.70843 1.55006 3.09195 0.8 -0.8 -0.1
H 2.41805 6.11335 1.79077 0.4 -0.3 -0.7
H 3.37721 5.02281 2.83279 0.0 -0.1 -0.2
H 1.63358 5.24250 2.98388 -0.1 -0.7 0.1
H 4.66543 3.18499 -1.62453 0.4 -0.5 0.4
H 5.36782 4.63331 -0.94099 -0.1 -0.1 0.7
H 3.60529 4.36574 -1.08597 -0.1 0.5 0.4
H 5.73929 1.89529 3.17098 0.0 0.5 -0.5
H 4.62469 0.79737 2.30802 0.2 -0.4 0.6
H 4.52006 1.17975 4.09966 -0.7 -0.2 -0.4
C -5.23635 -4.66149 4.29816 0.0 -0.2 1.2
O -4.88382 -3.42698 3.63978 -0.4 0.9 1.1
P -5.29715 -2.01705 4.36847 -0.5 -0.2 0.7
O -6.73831 -1.74082 4.56983 1.4 -0.2 -0.8
O -4.53471 -2.05914 5.78889 -0.1 -1.1 -0.9
C -4.85869 -1.13501 6.80883 0.0 0.9 0.6
O -4.45947 -0.92416 3.55031 -1.5 -0.9 0.5
C -3.08676 -1.15392 3.31101 1.0 0.1 -0.5
H -4.93377 -5.55637 3.75435 0.0 0.5 -0.6
H -6.28781 -4.74856 4.57191 -0.2 0.3 -0.6
H -4.73017 -4.73631 5.26060 0.3 0.2 0.0
H -5.72014 -0.50471 6.58808 0.1 0.0 -0.4
H -3.96632 -0.52875 6.96452 -0.1 0.2 0.1
H -5.11252 -1.60123 7.76083 0.2 -0.6 -0.2
H -2.46939 -0.41310 3.81908 -0.3 0.1 0.0
H -2.95940 -1.03944 2.23455 0.3 -0.2 0.1
H -2.72907 -2.13013 3.63841 -0.3 -0.1 -0.1
O 2.25404 5.47007 -4.22595 1.0 -3.0 -0.8
C 2.87026 4.42973 -4.53771 -2.8 2.3 0.7
O 2.28779 3.25149 -4.95600 0.2 0.4 0.4
C 0.81581 3.11577 -4.93071 0.1 2.2 0.1
C 0.25313 3.12166 -3.53235 0.1 -0.8 0.7
C 4.35211 4.41635 -4.53074 0.5 -1.6 -0.4
H 0.44088 2.24508 -5.46870 1.0 -0.3 0.1
H 0.44056 3.96782 -5.49753 0.0 0.2 0.0
H 0.48220 3.92443 -2.83151 0.3 0.4 -0.7
H 0.63097 2.22519 -3.04074 -0.2 -0.3 0.1
H -0.83450 3.06041 -3.56981 0.0 -0.2 -0.1
H 4.66476 4.60618 -5.55754 0.2 0.5 0.1
H 4.69376 3.39226 -4.38035 0.1 -0.1 0.2
H 4.81859 5.06501 -3.78931 -0.4 0.2 -0.4
O -5.37003 -1.08010 -1.73761 1.3 0.5 -1.7
C -4.64976 -1.02948 -2.72771 -1.1 -0.1 0.0
O -4.62943 0.04025 -3.62869 0.6 -1.4 1.5
C -5.36549 1.20804 -3.27033 0.7 1.7 0.3
C -4.80035 2.04884 -2.06228 -0.9 -1.3 0.0
C -3.73120 -2.19064 -3.14184 -0.1 0.6 0.0
H -6.40695 0.94108 -3.09090 0.1 0.1 0.1
H -5.29461 1.86413 -4.13787 -0.2 -0.4 -0.3
H -5.35934 2.97762 -1.94822 -0.4 -0.2 -0.1
H -3.76086 2.37572 -2.03566 0.1 -0.6 -0.6
H -5.01779 1.39425 -1.21829 0.3 0.4 0.5
H -2.73458 -1.99484 -2.74622 -0.3 0.2 0.2
H -3.57559 -2.34266 -4.20991 -0.4 0.4 -0.1
H -4.07288 -3.12969 -2.70650 -0.1 0.3 0.1
O -0.84335 2.71893 5.05279 0.0 -2.5 -2.9
C -0.63082 1.90732 4.10926 0.1 3.0 3.0
O -1.43612 1.69731 3.07888 -0.2 -0.1 0.2
C -2.64557 2.44728 2.98134 -0.6 0.6 -0.2
C -3.21219 2.14288 1.63645 -0.2 0.0 -0.9
C 0.66537 1.20140 3.92770 0.0 -0.1 0.3
H -2.44817 3.51644 3.05904 0.2 -0.1 0.3
H -3.38683 2.16979 3.73077 0.4 -0.1 0.4
H -3.45709 1.08313 1.56546 0.0 0.1 -0.2
H -2.53812 2.43194 0.83010 0.3 -0.3 0.1
H -4.09777 2.73792 1.41335 -0.3 -0.1 0.4
H 1.00297 1.50734 2.93749 0.4 -0.5 0.0
H 0.52957 0.12252 4.00297 0.0 0.0 -0.4
H 1.36655 1.50097 4.70661 -0.1 0.1 -0.2
O -0.70639 -5.04518 -0.63674 -0.5 -0.7 0.5
C -1.34329 -4.14975 -1.13612 3.4 0.1 -1.3
O -2.48819 -3.70496 -0.75478 -2.3 0.6 -0.3
C -3.12267 -4.31830 0.35164 -1.2 1.4 1.8
C -4.54160 -3.60724 0.60493 1.0 -0.9 -1.7
C -0.71094 -3.24865 -2.19390 -0.6 -0.1 0.4
H -2.45637 -4.07226 1.17845 -0.1 -0.4 0.4
H -3.15063 -5.40348 0.25312 -0.3 0.1 -0.2
H -4.53510 -2.52961 0.76851 0.7 -0.1 0.8
H -5.16157 -4.14698 1.32076 0.3 0.2 0.0
H -5.06418 -3.58240 -0.35131 -0.2 -0.6 -0.2
H -1.31918 -3.20217 -3.09721 0.3 -0.1 0.0
H 0.32375 -3.50372 -2.42296 -0.3 -0.1 0.1
H -0.76961 -2.27556 -1.70630 0.3 0.3 -0.4
O 3.92598 -1.25428 3.55318 -0.5 -0.8 -1.5
C 4.02616 -2.36830 3.07740 -0.2 -0.4 0.4
O 3.54456 -2.88379 1.90071 1.1 1.2 1.1
C 2.82771 -2.03409 1.00651 -1.2 -0.4 0.2
C 2.07842 -2.96930 0.07641 0.7 0.4 -0.6
C 4.72722 -3.47883 3.80828 -0.1 0.6 0.0
H 3.41803 -1.31520 0.43835 0.6 -0.2 0.3
H 2.13545 -1.45875 1.62122 0.0 0.2 -0.2
H 1.33764 -3.58655 0.58470 -0.2 0.4 -0.3
H 2.74475 -3.64030 -0.46567 0.4 -0.2 0.4
H 1.74008 -2.34925 -0.75375 -0.9 -0.1 0.2
H 4.89431 -3.13591 4.82936 -0.1 -0.3 0.0
H 5.69365 -3.57529 3.31350 0.0 -0.5 0.0
H 4.10600 -4.37154 3.73584 0.4 -0.1 0.1
```
Forces are in eV/Å.

## Properties
total energy = -130191.898 eV
HOMO energy = -0.361 Ha
structure (SMILES) = COP(=O)(OC)OC.COP(=O)(OC)OC.COP(=O)(OC)OC.CCOC(C)=O.CCOC(C)=O.CCOC(C)=O.CCOC(C)=O.CCOC(C)=O.ClCCl

Mulliken atomic charge list, values in e, 8 entries: C 0.4402; Cl -0.1864; Cl -0.0205; H 0.4270; H -0.7316; C -0.6007; O -0.3733; P 0.3839